The following is a DFT calculation (the ωB97M-V functional and the def2-TZVPD basis) of a cluster of 14 separate species, C37H102O14 in total.

Each line ends with the Löwdin charge.
Geometry (Å):
C 1.844 2.628 -5.800  -0.043
C 1.200 2.590 -4.424  -0.477
C -0.300 2.466 -4.521  -0.048
O 1.739 1.499 -3.663  -0.092
H 1.678 1.704 -6.351  0.060
H 2.910 2.830 -5.693  0.085
H 1.426 3.450 -6.400  0.087
H 1.497 3.504 -3.907  0.133
H -0.732 2.224 -3.554  0.070
H -0.586 1.699 -5.247  0.075
H -0.723 3.416 -4.874  0.088
H 1.503 0.648 -4.115  0.068
C 2.402 1.242 4.469  -0.055
C 1.252 1.924 5.211  -0.478
C 1.303 3.440 5.095  -0.052
O -0.041 1.423 4.870  -0.091
H 2.189 0.171 4.362  0.070
H 3.304 1.351 5.071  0.082
H 2.565 1.634 3.465  0.073
H 1.405 1.722 6.291  0.137
H 0.452 3.904 5.597  0.081
H 1.423 3.827 4.084  0.057
H 2.189 3.811 5.628  0.087
H -0.125 0.510 5.254  0.061
C 4.582 -5.202 -2.137  -0.060
C 4.301 -3.728 -2.420  -0.484
C 2.831 -3.458 -2.658  -0.057
O 4.766 -2.913 -1.339  -0.075
H 4.063 -5.546 -1.240  0.075
H 5.649 -5.364 -1.989  0.076
H 4.273 -5.800 -3.005  0.079
H 4.869 -3.432 -3.305  0.134
H 2.277 -3.417 -1.715  0.060
H 2.319 -4.196 -3.291  0.081
H 2.677 -2.508 -3.178  0.067
H 4.277 -3.198 -0.537  0.041
C -2.149 -1.483 4.545  -0.045
C -1.084 -2.162 5.360  -0.423
C -0.126 -3.004 4.515  -0.045
O -0.364 -1.094 6.080  -0.077
H -2.909 -1.056 5.195  0.085
H -2.613 -2.200 3.864  0.064
H -1.716 -0.704 3.914  0.076
H -1.537 -2.810 6.125  0.139
H -0.633 -3.932 4.218  0.068
H 0.771 -3.299 5.070  0.083
H 0.202 -2.499 3.603  0.068
H 0.317 -1.523 6.614  0.098
C -3.409 3.422 5.341  -0.034
C -3.779 2.147 4.568  -0.452
C -5.039 2.216 3.794  -0.060
O -2.717 1.772 3.622  -0.105
H -3.134 4.208 4.634  0.075
H -2.585 3.234 6.029  0.075
H -4.255 3.789 5.934  0.084
H -3.857 1.291 5.264  0.131
H -5.915 2.209 4.431  0.087
H -5.058 1.388 3.078  0.081
H -5.071 3.117 3.163  0.086
H -1.859 1.946 4.059  0.060
C 2.114 -1.288 -6.768  -0.052
C 0.733 -1.286 -6.124  -0.453
C 0.052 -2.637 -6.297  -0.053
O 0.965 -1.043 -4.691  -0.125
H 2.744 -2.062 -6.336  0.083
H 2.591 -0.321 -6.561  0.067
H 2.083 -1.383 -7.854  0.083
H 0.097 -0.477 -6.514  0.125
H 0.048 -2.942 -7.352  0.084
H -0.982 -2.635 -5.945  0.066
H 0.595 -3.396 -5.733  0.080
H 0.066 -1.071 -4.222  0.079
C -1.052 -3.214 1.152  -0.070
C -1.208 -4.720 0.966  -0.468
C -0.506 -5.186 -0.295  -0.044
O -0.583 -5.416 2.062  -0.057
H -1.589 -2.614 0.406  0.080
H 0.003 -2.938 1.095  0.062
H -1.459 -2.890 2.114  0.046
H -2.276 -4.967 0.880  0.127
H -0.423 -6.267 -0.301  0.081
H 0.521 -4.800 -0.279  0.071
H -1.012 -4.765 -1.162  0.088
H -1.180 -5.422 2.819  0.074
C 0.284 0.288 1.289  -0.039
C 0.202 0.193 -0.236  -0.420
C 1.011 -0.946 -0.811  -0.039
O -1.178 0.016 -0.708  -0.101
H -0.342 1.104 1.670  0.070
H 1.310 0.473 1.590  0.061
H -0.120 -0.625 1.758  0.069
H 0.589 1.172 -0.585  0.136
H 0.935 -0.875 -1.896  0.068
H 0.677 -1.918 -0.460  0.056
H 2.067 -0.809 -0.568  0.078
H -1.823 0.464 -0.084  0.060
C 0.490 5.009 0.081  -0.062
C -0.730 5.300 0.895  -0.472
C -0.543 4.922 2.352  -0.056
O -0.957 6.745 0.777  -0.061
H 0.849 3.973 0.170  0.081
H 1.330 5.636 0.410  0.091
H 0.382 5.200 -0.990  0.082
H -1.583 4.776 0.451  0.113
H 0.429 5.277 2.705  0.075
H -0.478 3.834 2.484  0.072
H -1.338 5.369 2.945  0.074
H -1.863 6.938 1.051  0.081
C -4.430 -2.559 1.119  -0.073
C -4.485 -1.315 0.235  -0.294
O -5.223 -1.543 -0.979  -0.078
H -5.427 -2.874 1.425  0.079
H -3.871 -2.344 2.041  0.056
H -3.921 -3.370 0.599  0.056
H -3.458 -0.993 0.033  0.080
H -4.941 -0.473 0.751  0.101
H -4.946 -2.382 -1.355  0.074
C 6.084 2.296 -2.191  -0.099
C 4.642 2.086 -1.766  -0.296
O 3.762 3.047 -2.443  -0.120
H 6.238 1.952 -3.218  0.072
H 6.759 1.724 -1.543  0.072
H 6.356 3.347 -2.142  0.069
H 4.564 2.278 -0.674  0.102
H 4.289 1.060 -1.926  0.106
H 2.941 2.588 -2.729  0.028
C -3.427 2.992 -1.054  -0.074
C -3.823 2.625 0.394  -0.254
O -3.084 1.435 0.856  -0.146
H -2.346 2.999 -1.150  0.062
H -3.800 3.995 -1.293  0.079
H -3.869 2.291 -1.759  0.064
H -4.902 2.413 0.433  0.110
H -3.586 3.486 1.039  0.099
H -2.968 1.559 1.836  0.052
C -3.256 -0.545 -5.140  -0.086
C -2.842 -0.164 -3.756  -0.305
O -1.581 -0.769 -3.467  -0.114
H -3.566 -1.591 -5.198  0.078
H -2.485 -0.323 -5.878  0.067
H -4.131 0.051 -5.422  0.081
H -3.590 -0.474 -3.018  0.108
H -2.762 0.934 -3.733  0.097
H -1.328 -0.663 -2.523  0.062
C 3.628 -1.319 1.786  -0.081
C 4.197 -2.674 2.178  -0.267
O 3.769 -3.690 1.235  -0.095
H 3.948 -0.550 2.487  0.071
H 2.542 -1.377 1.721  0.050
H 4.014 -1.074 0.799  0.071
H 3.925 -2.961 3.200  0.110
H 5.288 -2.570 2.165  0.116
H 3.028 -4.167 1.616  0.087

The value obtained for the total energy is -2524.2499 hartree. The value obtained for the LUMO energy is 0.17 eV.

---

The following is a DFT calculation (the ωB97M-V functional and the def2-TZVPD basis) of the molecule C24H26N2O3S2.

Each line ends with the Löwdin charge.
Geometry (Å):
C -1.342 8.294 -0.075  -0.103
C -0.062 8.143 0.742  -0.255
C 1.080 7.459 -0.017  -0.197
C 1.048 5.930 0.036  -0.249
N -0.087 5.321 -0.620  -0.126
S -1.361 4.752 0.295  0.645
O -1.236 5.190 1.656  -0.287
O -2.565 5.038 -0.432  -0.291
C -1.044 2.997 0.233  -0.283
C -1.384 2.287 -0.901  -0.043
C -1.108 0.934 -0.979  0.015
C -0.487 0.295 0.094  -0.203
C -0.153 1.025 1.237  -0.006
C -0.430 2.376 1.303  -0.053
H -0.193 2.959 2.179  0.113
H 0.320 0.526 2.071  0.115
N -0.173 -1.063 0.084  0.104
C -0.429 -1.992 -0.876  -0.470
O -0.952 -1.775 -1.941  0.108
C 0.087 -3.391 -0.500  -0.405
C -0.451 -4.417 -1.452  -0.286
C -1.781 -4.809 -1.377  -0.046
C -2.284 -5.736 -2.270  -0.068
C -1.465 -6.277 -3.246  -0.085
C -0.141 -5.884 -3.330  -0.077
C 0.366 -4.956 -2.438  -0.049
H 1.399 -4.645 -2.510  0.119
H 0.502 -6.299 -4.093  0.103
H -1.858 -7.002 -3.943  0.101
H -3.320 -6.035 -2.204  0.105
H -2.416 -4.386 -0.613  0.107
H 1.182 -3.359 -0.536  0.128
S -0.350 -3.749 1.258  1.027
C 0.967 -4.827 1.769  -0.510
C 1.383 -4.742 3.092  -0.116
C 2.388 -5.573 3.550  -0.085
C 2.986 -6.481 2.690  -0.089
C 2.562 -6.566 1.375  -0.076
C 1.546 -5.749 0.910  -0.084
H 1.203 -5.841 -0.109  0.093
H 3.015 -7.279 0.704  0.106
H 3.776 -7.124 3.046  0.102
H 2.709 -5.506 4.578  0.105
H 0.911 -4.029 3.751  0.099
H 0.225 -1.415 0.949  0.092
H -1.372 0.367 -1.856  0.104
H -1.877 2.801 -1.710  0.118
H -0.399 5.796 -1.451  0.111
H 1.006 5.598 1.075  0.111
H 1.962 5.532 -0.423  0.115
H 2.033 7.770 0.417  0.108
H 1.073 7.782 -1.062  0.109
H -0.284 7.573 1.645  0.096
H 0.275 9.138 1.045  0.102
H -1.135 8.774 -1.031  0.075
H -2.053 8.914 0.468  0.074
H -1.815 7.333 -0.255  0.032

The value obtained for the total energy is -2061.7694 hartree. The SMILES is CCCCNS(=O)(=O)c1ccc(NC(=O)[C@@H](Sc2ccccc2)c2ccccc2)cc1. The value obtained for the LUMO energy is 0.53 eV.

---

The following is a DFT calculation (the ωB97M-V functional and the def2-TZVPD basis) of a structure of composition C21H38NNiS3Si2Te.

Each line ends with the Löwdin charge.
Geometry (Å):
Ni -0.099 0.054 0.643  -0.393
C 1.728 -2.203 -0.571  -0.546
C 2.478 -0.962 -1.017  -0.470
S 1.297 0.374 -1.463  0.911
C 2.106 1.900 -0.882  -0.478
C 2.511 1.908 0.580  -0.554
S 1.196 1.490 1.759  0.869
C 0.685 0.046 4.508  -0.128
C 1.318 -1.086 4.275  -0.097
S 0.768 -1.968 0.975  0.617
H 2.439 -2.998 -0.338  0.083
H 1.055 -2.552 -1.356  0.057
H 3.063 -1.185 -1.910  0.088
H 3.136 -0.592 -0.233  0.073
H 1.346 2.659 -1.076  0.081
H 2.965 2.083 -1.529  0.091
H 2.854 2.911 0.838  0.082
H 3.330 1.212 0.776  0.072
H -0.388 0.121 4.445  0.038
H 1.205 0.943 4.795  0.046
H 0.798 -1.994 4.012  0.028
H 2.390 -1.160 4.362  0.058
N -5.944 4.124 -0.814  0.175
C -4.969 3.568 -0.591  -0.190
C -3.777 2.849 -0.327  -0.240
C -2.898 2.560 -1.366  -0.026
C -1.757 1.814 -1.119  -0.127
C -1.499 1.321 0.161  -0.319
C -2.386 1.627 1.201  -0.154
C -3.501 2.412 0.970  -0.019
H -3.101 2.931 -2.361  0.126
H -1.067 1.637 -1.934  0.064
H -2.185 1.274 2.211  0.091
H -4.157 2.683 1.784  0.125
C -4.992 -3.538 1.779  -0.159
Si -3.434 -3.372 2.858  0.478
C -3.249 -4.687 4.213  -0.167
C -3.360 -1.596 3.551  -0.199
C -1.925 -3.539 1.662  -0.493
Te -1.844 -1.688 0.581  1.512
C -1.775 -2.439 -1.400  -0.470
Si -3.345 -1.913 -2.413  0.505
C -2.708 -0.785 -3.806  -0.160
C -4.052 -3.530 -3.117  -0.171
C -4.592 -0.983 -1.314  -0.181
H -5.894 -3.449 2.374  0.039
H -5.040 -4.490 1.261  0.036
H -5.021 -2.751 1.030  -0.007
H -4.100 -4.663 4.884  0.032
H -2.358 -4.530 4.814  0.032
H -3.190 -5.688 3.798  0.032
H -4.105 -1.426 4.324  0.041
H -3.552 -0.868 2.760  -0.012
H -2.387 -1.381 3.988  0.021
H -2.062 -4.341 0.941  0.024
H -0.990 -3.697 2.197  -0.008
H -1.662 -3.521 -1.349  0.027
H -0.906 -2.008 -1.892  -0.009
H -1.872 -1.235 -4.337  0.035
H -2.386 0.190 -3.448  0.010
H -3.501 -0.617 -4.529  0.036
H -3.318 -4.041 -3.734  0.034
H -4.908 -3.317 -3.747  0.033
H -4.376 -4.224 -2.347  0.027
H -4.106 -0.247 -0.673  -0.008
H -5.158 -1.660 -0.680  0.009
H -5.314 -0.454 -1.926  0.044

Its total charge is +1. The value obtained for the total energy is -4427.3239 hartree. As for the spin multiplicity: 3. The value obtained for the LUMO energy (alpha / beta) is -3.69 / -5.30 eV.

---

The following is a DFT calculation (the ωB97M-V functional and the def2-TZVPD basis) of the molecule C4H6I2O3.

Each line ends with the Löwdin charge.
Geometry (Å):
C 0.380 -0.706 -0.089  -0.773
C -0.562 0.207 -0.164  -0.625
C 0.100 -2.138 0.049  -0.242
C -0.176 1.772 -0.075  -0.769
O -1.275 2.616 -0.075  0.008
O 0.716 2.130 -1.145  -0.008
O 0.501 1.886 1.057  0.030
I 2.465 -0.190 -0.007  0.960
I -2.599 -0.330 -0.036  0.948
H -0.953 -2.476 -0.361  0.051
H 0.184 -2.438 1.108  0.094
H 0.697 -2.750 -0.604  0.053
H -1.315 3.128 0.751  0.127
H 0.159 2.213 -1.885  0.079
H 0.703 2.750 1.143  0.067

The value obtained for the total energy is -977.0702 hartree. The SMILES is C/C(I)=C(\I)C(O)(O)O. The value obtained for the LUMO energy is 0.05 eV.

---

The following is a DFT calculation (the ωB97M-V functional and the def2-TZVPD basis) of the ion C4H9N2OS with charge +1.

Each line ends with the Löwdin charge.
Geometry (Å):
C -1.672 -0.931 0.335  -0.078
C -0.125 0.507 0.954  -0.407
C 2.370 -0.541 0.300  -0.398
C -1.856 1.375 -0.633  -0.035
N -1.316 0.374 0.328  -0.292
N 3.477 -0.737 -0.345  0.109
O -2.678 -1.194 -0.541  0.050
S 1.265 0.586 -0.396  1.031
H 0.010 1.451 1.624  0.144
H 0.098 -0.429 1.530  0.084
H 2.017 -0.942 1.238  0.107
H -2.974 1.324 -0.410  0.116
H -1.538 2.428 -0.567  0.092
H -1.663 0.983 -1.748  0.138
H -2.948 -2.022 -0.252  0.058
H 3.972 -1.582 -0.073  0.147
H 3.560 -0.650 -1.342  0.134

Its total charge is +1. The value obtained for the total energy is -740.3957 hartree. The value obtained for the LUMO energy is -4.93 eV.

---

The following is a DFT calculation (the ωB97M-V functional and the def2-TZVPD basis) of a cluster of 2 separate species, C3H8N2 in total.

Each line ends with the Löwdin charge.
Geometry (Å):
C 0.385 -3.490 -2.147  -0.146
N 0.214 -3.135 -0.952  0.012
H 1.234 -4.112 -2.454  0.062
H -0.214 -3.013 -2.920  0.055
H 0.653 -3.666 -0.236  0.019
C 0.178 2.707 0.071  -0.064
C -0.316 1.814 0.965  -0.333
N -0.903 1.958 2.188  0.064
H 0.894 3.470 0.348  0.022
H -0.161 2.718 -0.956  0.026
H -0.221 0.731 0.780  0.102
H -0.770 2.889 2.566  0.097
H -0.973 1.128 2.747  0.083

The value obtained for the total energy is -228.4987 hartree. The SMILES is C=CN.C=N. The value obtained for the LUMO energy is 1.11 eV.

---

The following is a DFT calculation (the ωB97M-V functional and the def2-TZVPD basis) of a cluster of 2 separate species, C2H6FNO2S in total.

Each line ends with the Löwdin charge.
Geometry (Å):
C 0.544 1.397 2.506  -0.048
C 0.269 -1.181 -0.520  -0.234
N 1.355 0.472 2.333  0.004
O -2.163 -0.747 -0.886  -0.311
O -0.786 1.121 -0.260  -0.483
F 0.835 -0.813 2.660  -0.142
S -1.041 -0.227 0.235  0.815
H 1.033 2.346 2.296  0.094
H -2.869 -0.131 -0.624  0.044
H -0.523 1.304 2.733  0.090
H -0.034 -2.244 -0.793  0.088
H 0.716 -0.638 -1.350  0.064
H 0.988 -1.186 0.310  0.019

The value obtained for the total energy is -782.9640 hartree. The value obtained for the LUMO energy is 0.50 eV.

---

The following is a DFT calculation (the ωB97M-V functional and the def2-TZVPD basis) of a structure of composition C3H4OS3.

Each line ends with the Löwdin charge.
Geometry (Å):
C -0.889 -0.444 -0.975  -0.940
C 0.613 -0.694 -0.526  -0.474
C 0.518 1.372 1.210  -1.192
H -1.515 -1.185 0.736  0.151
H 0.732 -1.822 -0.448  0.092
H 1.467 -0.470 -1.222  0.087
H 0.368 1.906 0.196  0.069
O -1.826 -0.969 -0.207  -0.006
S -1.107 0.208 -2.463  0.723
S 1.085 -0.165 1.169  0.863
S 0.553 2.263 2.529  0.627

The value obtained for the total energy is -1386.4550 hartree. The value obtained for the LUMO energy is -0.57 eV.

---

Computed energy above the lowest of the compared OMol25 structures with the same formula, charge and spin (kcal/mol) in order:
0.0 13.1 77.4 6.2 92.4 94.1 53.1 31.4